[1]
A structure of composition C59H36Cl2N7ORe in a non-equilibrium geometry. Source: the Open Molecules 2025 dataset; level of theory: wB97M-V/def2-TZVPD.

## Properties
- gap between HOMO and LUMO (alpha / beta) (eV) = 5.68 / 5.62
- electronic energy (eV) = -101417.50585
- highest occupied orbital energy (alpha / beta) (eV) = -9.8 / -9.8
- <S²> = 0.82

Structure (ORCA input):
```
! RIJCOSX wB97M-V def2-TZVPD def2/J DEFGRID3
* xyz 1 2
Re -0.026 0.006 -0.314
C 0.877 -5.741 -5.480
C 1.863 -4.770 -5.444
C 1.795 -3.743 -4.519
C 0.742 -3.691 -3.615
C -0.245 -4.673 -3.650
C -0.178 -5.689 -4.585
C 0.594 -2.575 -2.648
C 0.905 -2.825 -1.307
C 1.676 -3.952 -0.890
C 1.994 -3.757 0.417
C 1.365 -2.540 0.827
C 1.405 -2.025 2.129
C 2.326 -2.635 3.118
C 3.492 -1.961 3.464
C 4.359 -2.492 4.402
C 4.069 -3.700 5.013
C 2.912 -4.378 4.669
C 2.046 -3.854 3.725
C 0.503 -1.055 2.572
N -0.353 -0.366 1.763
C -1.394 0.037 2.548
C -2.611 0.528 2.074
C -3.741 0.643 3.024
C -4.712 -0.356 3.004
C -5.767 -0.315 3.896
C -5.873 0.732 4.796
C -4.926 1.742 4.796
C -3.858 1.699 3.918
C -2.870 0.850 0.739
C -4.001 1.623 0.325
C -3.816 1.923 -0.984
C -2.601 1.289 -1.395
N -2.057 0.621 -0.331
C -2.143 1.287 -2.718
C -1.114 0.465 -3.176
C -0.976 0.026 -4.536
C -0.268 -1.131 -4.501
C 0.080 -1.373 -3.130
N -0.351 -0.326 -2.363
C -2.971 1.974 -3.739
C -2.650 3.241 -4.206
C -3.429 3.835 -5.185
C -4.526 3.171 -5.705
C -4.852 1.909 -5.236
C -4.082 1.314 -4.255
C -1.116 -0.287 3.918
C 0.079 -0.929 3.937
N 0.685 -1.995 -0.239
H 0.930 -6.530 -6.212
H 2.683 -4.810 -6.142
H 2.559 -2.980 -4.485
H -1.067 -4.622 -2.950
H -0.952 -6.440 -4.622
H 1.973 -4.757 -1.535
H 2.589 -4.389 1.046
H 3.728 -1.021 2.989
H 5.262 -1.956 4.656
H 4.741 -4.110 5.751
H 2.679 -5.321 5.138
H 1.142 -4.383 3.465
H -4.630 -1.161 2.288
H -6.508 -1.097 3.886
H -6.696 0.766 5.490
H -5.022 2.569 5.481
H -3.127 2.493 3.896
H -4.806 1.919 0.968
H -4.448 2.512 -1.618
H -1.412 0.509 -5.388
H -0.019 -1.785 -5.312
H -1.799 3.762 -3.793
H -3.175 4.821 -5.542
H -5.125 3.633 -6.475
H -5.708 1.386 -5.633
H -4.333 0.331 -3.882
H -1.767 -0.073 4.744
H 0.589 -1.340 4.786
Cl 0.061 5.074 -0.305
C 1.423 4.038 -0.484
C 2.702 4.582 -0.555
C 3.808 3.773 -0.708
Cl 5.379 4.477 -0.779
C 3.673 2.368 -0.789
C 4.742 1.477 -0.988
C 4.494 0.129 -1.023
C 3.192 -0.335 -0.822
N 2.161 0.470 -0.653
C 2.370 1.811 -0.669
C 1.208 2.645 -0.532
O 0.048 2.111 -0.425
H 2.829 5.652 -0.499
H 5.745 1.855 -1.103
H 5.285 -0.582 -1.192
H 3.013 -1.400 -0.801
N -0.264 5.722 3.970
C 0.445 4.882 3.649
C 1.297 3.829 3.241
C 2.659 3.828 3.546
C 3.426 2.753 3.133
C 2.801 1.729 2.439
N 1.514 1.734 2.127
C 0.775 2.755 2.514
H 3.099 4.645 4.096
H 4.480 2.696 3.353
H 3.354 0.859 2.111
H -0.271 2.725 2.233
*
```

***

[2]
A structure of composition C59H45F9N6PRuS2Sb in a non-equilibrium geometry. Source: the Open Molecules 2025 dataset; level of theory: wB97M-V/def2-TZVPD.

## Properties
- gap between HOMO and LUMO (alpha / beta) (eV) = 6.93 / 7.11
- electronic energy (eV) = -135371.41506
- highest occupied orbital energy (alpha / beta) (eV) = -15.2 / -15.7
- <S²> = 0.76
- ΔE to the lowest compared entry with this formula, charge and spin (kJ/mol) = 0.0

Structure (ORCA input):
```
! RIJCOSX wB97M-V def2-TZVPD def2/J DEFGRID3
* xyz 3 2
Ru 0.315 -0.145 0.469
C -0.778 2.514 -2.979
C -0.736 1.749 -1.699
N -0.317 0.545 -1.601
N 0.042 -0.079 -2.762
C 0.388 -1.386 -2.738
N 0.653 -1.954 -3.912
S 0.477 -2.221 -1.294
C -1.144 2.335 -0.414
C -1.882 3.503 -0.346
C -2.163 4.067 0.888
C -1.648 3.457 2.012
C -0.961 2.265 1.871
N -0.742 1.674 0.690
H -1.452 2.053 -3.707
H 0.230 2.548 -3.406
H -1.102 3.538 -2.834
H -0.010 0.431 -3.631
H 0.544 -1.476 -4.793
H 0.899 -2.931 -3.937
H -2.240 3.973 -1.250
H -2.740 4.979 0.956
H -1.787 3.878 2.999
H -0.555 1.783 2.736
C 4.447 -1.683 -0.377
C 3.145 -1.200 -0.530
N 2.311 -1.053 0.490
C 2.773 -1.352 1.725
C 4.044 -1.867 1.974
C 4.894 -2.039 0.869
C 4.413 -2.184 3.326
C 3.549 -1.978 4.341
C 2.247 -1.417 4.099
C 1.318 -1.179 5.123
C 0.106 -0.633 4.799
C -0.177 -0.330 3.465
N 0.666 -0.540 2.459
C 1.874 -1.094 2.792
H 5.079 -1.779 -1.249
H 2.783 -0.912 -1.503
H 5.891 -2.437 1.012
H 5.394 -2.602 3.511
H 3.821 -2.224 5.360
H 1.562 -1.436 6.147
H -0.645 -0.433 5.551
H -1.139 0.070 3.218
S 2.139 1.673 0.122
Sb 2.665 3.704 1.119
C 2.845 3.516 3.172
C 2.398 2.366 3.815
C 2.520 2.273 5.195
C 3.085 3.313 5.920
C 3.537 4.457 5.273
C 3.418 4.563 3.895
C 1.293 5.209 0.726
C 0.655 5.850 1.786
C -0.215 6.902 1.528
C -0.443 7.308 0.219
C 0.191 6.666 -0.839
C 1.064 5.616 -0.590
C 4.461 4.140 0.189
C 5.487 3.198 0.264
C 6.677 3.446 -0.402
C 6.834 4.614 -1.139
C 5.811 5.549 -1.204
C 4.616 5.318 -0.537
H 1.972 1.552 3.238
H 2.178 1.384 5.711
H 3.179 3.233 6.995
H 3.983 5.263 5.840
H 3.779 5.457 3.398
H 0.851 5.553 2.811
H -0.699 7.418 2.348
H -1.103 8.144 0.023
H 0.024 7.003 -1.854
H 1.570 5.129 -1.417
H 5.367 2.287 0.838
H 7.488 2.733 -0.340
H 7.765 4.800 -1.658
H 5.947 6.465 -1.764
H 3.833 6.066 -0.568
F -5.304 -2.472 -5.002
C -5.841 -1.900 -3.920
F -6.283 -0.684 -4.269
F -6.896 -2.627 -3.543
C -4.834 -1.791 -2.796
C -5.152 -1.037 -1.681
C -4.237 -0.909 -0.647
C -2.982 -1.527 -0.714
C -2.706 -2.328 -1.826
C -3.622 -2.456 -2.858
P -1.796 -1.374 0.687
C -1.519 -3.103 1.183
C -0.267 -3.606 1.512
C -0.116 -4.932 1.897
C -1.224 -5.758 1.949
C -2.482 -5.275 1.604
C -2.628 -3.957 1.217
C -1.088 -7.210 2.350
F -1.265 -8.007 1.291
F 0.121 -7.464 2.863
F -2.005 -7.535 3.266
C -2.868 -0.716 2.014
C -3.163 -1.473 3.150
C -3.933 -0.941 4.174
C -4.420 0.352 4.071
C -4.165 1.107 2.935
C -3.391 0.577 1.917
C -5.257 0.950 5.180
F -4.987 2.258 5.316
F -6.558 0.826 4.914
F -5.008 0.354 6.349
H -6.118 -0.553 -1.610
H -4.532 -0.335 0.214
H -1.800 -2.904 -1.873
H -3.398 -3.089 -3.706
H 0.607 -2.977 1.450
H 0.860 -5.324 2.147
H -3.342 -5.933 1.636
H -3.611 -3.592 0.941
H -2.785 -2.481 3.250
H -4.151 -1.534 5.053
H -4.569 2.108 2.852
H -3.213 1.174 1.030
*
```

***

[3]
A structure of composition C59H48BrNO10PRuS3Si in a non-equilibrium geometry. Source: the Open Molecules 2025 dataset; level of theory: wB97M-V/def2-TZVPD.

## Properties
- gap between HOMO and LUMO (alpha / beta) (eV) = 5.21 / 3.67
- electronic energy (eV) = -206226.15776
- highest occupied orbital energy (alpha / beta) (eV) = -2.0 / -1.9
- <S²> = 8.76

Structure (ORCA input):
```
! RIJCOSX wB97M-V def2-TZVPD def2/J DEFGRID3
* xyz -2 6
Ru 0.471 -1.070 -0.015
O 2.180 1.093 1.956
S 3.301 0.311 1.516
O 4.303 -0.028 2.503
O 2.946 -0.858 0.666
C 4.158 1.315 0.294
C 5.272 2.063 0.606
C 5.941 2.741 -0.400
C 5.492 2.642 -1.709
C 4.370 1.892 -2.011
C 3.681 1.224 -0.999
P 2.170 0.230 -1.334
C 1.637 1.257 -2.777
C 1.647 0.902 -4.119
C 1.218 1.804 -5.079
C 0.781 3.065 -4.712
C 0.779 3.430 -3.376
C 1.201 2.530 -2.419
C 2.901 -1.203 -2.207
C 2.020 -2.031 -2.905
C 2.488 -3.123 -3.609
C 3.848 -3.396 -3.629
C 4.725 -2.590 -2.924
C 4.256 -1.503 -2.205
H 5.593 2.080 1.635
H 6.814 3.333 -0.171
H 6.031 3.140 -2.505
H 4.042 1.807 -3.036
H 2.000 -0.076 -4.417
H 1.226 1.513 -6.121
H 0.429 3.757 -5.465
H 0.450 4.414 -3.079
H 1.190 2.797 -1.371
H 0.959 -1.796 -2.885
H 1.797 -3.763 -4.138
H 4.219 -4.234 -4.202
H 5.785 -2.803 -2.934
H 4.934 -0.881 -1.636
Br -1.902 -2.331 -1.539
C -1.176 -4.128 -1.505
C -1.882 -5.121 -2.134
C -1.372 -6.422 -2.173
C -0.168 -6.692 -1.587
C 0.583 -5.675 -0.965
C 1.862 -5.952 -0.451
C 2.610 -4.940 0.081
C 2.101 -3.639 0.165
C 0.834 -3.294 -0.276
C 0.080 -4.337 -0.895
H -2.822 -4.885 -2.603
H -1.928 -7.199 -2.678
H 0.252 -7.688 -1.627
H 2.245 -6.962 -0.511
H 3.606 -5.134 0.452
H 2.746 -2.876 0.574
N -2.462 -1.528 1.777
C -3.161 -0.786 2.688
C -3.131 0.616 2.646
C -4.008 1.358 3.410
C -4.876 0.704 4.258
C -4.905 -0.672 4.349
C -4.034 -1.419 3.587
S -6.148 1.593 5.173
O -6.093 1.116 6.548
O -5.890 3.017 5.013
O -7.335 1.122 4.443
H -2.183 -2.442 2.108
H -1.709 -1.007 1.321
H -2.379 1.101 2.043
H -4.008 2.435 3.390
H -5.600 -1.131 5.032
H -4.007 -2.497 3.659
O -0.996 0.417 -1.030
Si -1.915 1.676 -1.080
C -1.151 3.264 -0.349
C -0.447 3.195 0.851
C 0.093 4.333 1.428
C -0.063 5.566 0.816
C -0.746 5.650 -0.386
C -1.281 4.509 -0.957
C -3.652 1.531 -0.274
C -4.267 2.633 0.308
C -5.498 2.522 0.931
C -6.139 1.296 0.990
C -5.556 0.196 0.386
C -4.332 0.320 -0.249
C -2.413 2.046 -2.898
C -3.367 3.014 -3.191
C -3.720 3.305 -4.496
C -3.138 2.608 -5.542
C -2.214 1.615 -5.267
C -1.856 1.345 -3.958
H -0.295 2.246 1.346
H 0.627 4.239 2.361
H 0.345 6.461 1.271
H -0.867 6.610 -0.876
H -1.805 4.584 -1.901
H -3.765 3.591 0.290
H -5.949 3.384 1.403
H -7.069 1.200 1.531
H -6.050 -0.767 0.417
H -3.889 -0.544 -0.719
H -3.851 3.542 -2.382
H -4.454 4.075 -4.703
H -3.410 2.836 -6.566
H -1.768 1.054 -6.080
H -1.130 0.577 -3.742
C 4.700 -3.268 5.328
C 3.646 -2.349 4.768
C 2.847 -2.762 3.709
C 1.826 -1.952 3.250
C 1.617 -0.718 3.825
C 2.411 -0.280 4.863
C 3.425 -1.098 5.332
S 0.083 0.073 3.365
O -0.859 -0.795 4.068
O 0.041 1.448 3.778
O -0.091 -0.125 1.898
H 4.435 -4.308 5.134
H 4.792 -3.120 6.404
H 5.674 -3.075 4.873
H 3.006 -3.734 3.259
H 1.166 -2.264 2.444
H 2.217 0.686 5.297
H 4.050 -0.769 6.152
*
```

***

[4]
A structure of composition C59H51AsCl2N9OS2SeSn. Source: the Open Molecules 2025 dataset; level of theory: wB97M-V/def2-TZVPD.

## Properties
- gap between HOMO and LUMO (eV) = 6.08
- electronic energy (eV) = -256195.89915
- highest occupied orbital energy (eV) = -9.0
- ΔE to the lowest compared entry with this formula, charge and spin (kJ/mol) = 5.3

Structure (ORCA input):
```
! RIJCOSX wB97M-V def2-TZVPD def2/J DEFGRID3
* xyz 1 1
Sn 0.102 0.130 0.607
Se -6.445 5.607 -0.290
N -4.913 5.668 0.589
C -4.439 4.452 0.599
C -3.141 4.086 1.135
C -2.265 5.057 1.616
C -0.980 4.700 1.944
C -0.600 3.383 1.715
N -1.431 2.442 1.299
C -2.712 2.747 1.065
C -3.662 1.694 0.653
N -3.448 0.355 0.935
C -4.342 -0.559 0.474
C -5.462 -0.230 -0.249
C -5.748 1.094 -0.472
C -4.862 2.046 0.010
C -5.237 3.453 -0.053
N -6.348 3.869 -0.599
H -2.612 6.080 1.692
H -0.266 5.419 2.322
H 0.425 3.067 1.870
H -4.110 -1.582 0.703
H -6.107 -1.022 -0.605
H -6.648 1.421 -0.975
N -2.275 -0.837 -3.738
C -2.718 0.457 -3.914
C -3.565 1.047 -4.847
C -3.748 2.413 -4.742
C -3.088 3.168 -3.759
C -2.251 2.575 -2.836
C -2.086 1.190 -2.900
N -1.317 0.342 -2.117
C -1.433 -0.840 -2.660
C -0.699 -2.031 -2.232
C -0.726 -3.241 -2.856
S 0.325 -4.337 -2.080
C 0.735 -3.123 -0.948
N 0.132 -1.987 -1.128
H -2.506 -1.623 -4.318
H -4.050 0.471 -5.626
H -4.399 2.915 -5.446
H -3.244 4.241 -3.731
H -1.717 3.157 -2.093
H -1.283 -3.548 -3.728
H 1.419 -3.307 -0.128
Cl -3.549 1.243 4.040
C -3.384 -0.474 3.871
C -3.857 -1.290 4.879
C -3.728 -2.665 4.761
C -3.121 -3.212 3.646
C -2.674 -2.376 2.634
Cl -1.925 -3.094 1.242
C -2.803 -0.986 2.691
N -2.396 -0.064 1.699
H -4.318 -0.844 5.751
H -4.088 -3.310 5.552
H -3.000 -4.282 3.544
C -1.129 -2.023 8.529
C -0.515 -1.482 7.264
C -0.189 -2.317 6.209
C 0.382 -1.847 5.027
C 0.659 -2.873 3.953
C 0.689 -0.478 4.920
As 1.469 0.499 3.388
N 1.770 -0.592 1.928
C 2.925 -1.329 1.670
C 3.311 -1.517 0.328
C 4.412 -2.287 -0.011
C 5.186 -2.884 0.975
C 4.855 -2.665 2.306
C 3.755 -1.894 2.651
C 3.318 0.997 3.930
C 3.913 1.929 3.055
C 3.222 2.447 1.812
C 5.176 2.443 3.327
C 5.874 2.095 4.472
C 7.216 2.697 4.798
C 5.290 1.166 5.317
C 4.044 0.593 5.068
C 3.613 -0.444 6.080
C 0.328 0.386 5.974
C 0.594 1.872 5.904
C -0.266 -0.124 7.118
H -1.442 -3.060 8.403
H -1.996 -1.432 8.831
H -0.411 -1.988 9.352
H -0.390 -3.381 6.298
H 0.082 -3.777 4.145
H 1.710 -3.152 3.931
H 0.405 -2.496 2.967
H 2.736 -1.004 -0.436
H 4.687 -2.408 -1.053
H 6.044 -3.489 0.712
H 5.461 -3.105 3.089
H 3.525 -1.722 3.691
H 2.784 1.649 1.215
H 3.939 2.983 1.188
H 2.435 3.153 2.088
H 5.619 3.144 2.626
H 7.491 3.467 4.079
H 7.996 1.933 4.798
H 7.198 3.145 5.793
H 5.831 0.853 6.206
H 4.478 -1.042 6.373
H 2.847 -1.112 5.717
H 3.225 0.031 6.985
H 1.662 2.083 5.815
H 0.224 2.371 6.798
H 0.099 2.313 5.035
H -0.535 0.555 7.923
C 3.413 2.674 -2.415
S 1.695 2.521 -1.898
O 1.642 1.242 -1.110
C 1.026 2.144 -3.517
C 0.348 3.127 -4.218
C -0.176 2.826 -5.469
C -0.020 1.552 -5.997
C 0.651 0.570 -5.275
C 1.174 0.862 -4.025
H 3.725 1.728 -2.854
H 4.004 2.898 -1.527
H 3.487 3.488 -3.137
H 0.231 4.120 -3.796
H -0.710 3.585 -6.026
H -0.420 1.325 -6.977
H 0.774 -0.423 -5.689
H 1.688 0.108 -3.437
*
```